Entry from the OMol25 dataset: a 8-piece molecular cluster, C7H29O8 overall in a non-equilibrium geometry (ωB97M-V/def2-TZVPD).

Summary:
Total charge ... -1
Maximum force ... 12.145 eV/Å
Multiplicity ... 1
Orbital gap ... 9.6 eV

XYZ file:
```
44
Properties=species:S:1:pos:R:3:nbo_charge:R:1
O -0.30434 -0.21078 -0.19823 -1.2315
H 0.57160 -0.22519 -0.50888 0.4504
C -3.77115 -0.28590 -0.98501 -0.2327
O -2.77521 -1.24798 -1.12411 -0.7701
H -4.18152 -0.09728 -0.05642 0.1462
H -4.71020 -0.67142 -1.68818 0.1597
H -3.23365 0.72315 -1.11250 0.1857
H -1.90276 -1.20447 -0.87971 0.5009
C 1.42295 -0.25155 2.98238 -0.2143
O 1.58240 0.26799 1.62164 -0.8111
H 2.38541 -0.33408 3.50196 0.1695
H 0.83959 -1.01566 2.96690 0.1784
H 0.80655 0.52013 3.61257 0.1408
H 0.81793 -0.00711 1.04030 0.5156
C -2.01391 0.86425 2.63658 -0.2160
O -1.75486 -0.47966 2.12114 -0.7870
H -2.48349 0.67129 3.65479 0.1462
H -2.74566 1.27528 2.06153 0.1734
H -1.17173 1.28844 2.78498 0.1600
H -1.42065 -0.44099 1.20687 0.5060
C 3.94894 1.25686 -1.08794 -0.2295
O 3.52990 1.91480 0.04527 -0.7887
H 4.38081 1.88879 -1.90764 0.1655
H 3.02978 0.84154 -1.38294 0.1637
H 4.67113 0.38795 -0.83991 0.1338
H 2.93819 1.24638 0.74080 0.5223
C 0.32027 2.97210 -0.60942 -0.2170
O -0.97649 2.44072 -0.44724 -0.7626
H 0.26821 3.86208 -0.56379 0.1402
H 0.75624 2.85237 -1.55156 0.1444
H 0.91575 2.50791 0.18590 0.1658
H -0.74792 1.51961 -0.27795 0.4991
C 0.55109 -0.67991 -3.30974 -0.2440
O -0.66945 0.04893 -3.06498 -0.7751
H 0.58448 -0.75188 -4.30036 0.1606
H 0.45130 -1.61079 -2.84698 0.1789
H 1.30783 -0.14750 -2.97820 0.1453
H -0.85654 -0.09758 -2.00609 0.4968
C -0.03672 -3.60104 0.62735 -0.2622
O 0.25633 -2.82127 -0.58676 -0.8094
H -0.51517 -4.58573 0.55217 0.1735
H -0.88936 -3.26200 1.05127 0.1765
H 0.87310 -3.50900 1.41378 0.1484
H -0.04900 -1.81181 -0.49362 0.5033
```

Entry from the OMol25 dataset: one molecule with the formula C5H9N in a non-equilibrium geometry (ωB97M-V/def2-TZVPD).

Summary:
Maximum force ... 2.182 eV/Å
SMILES ... C=CC[C@@H]1CN1
Multiplicity ... 1
Orbital gap ... 10.4 eV

XYZ file:
```
15
Properties=species:S:1:pos:R:3:nbo_charge:R:1
C -2.23180 0.51791 -0.24484 -0.3978
C -1.40815 -0.29513 0.44520 -0.1699
C -0.22436 -0.93301 -0.18448 -0.4578
C 1.06503 -0.44603 0.46506 -0.0736
C 1.50699 0.97216 0.24298 -0.2771
N 2.25836 -0.19252 -0.37693 -0.5868
H -3.17818 0.98748 0.13646 0.2065
H -2.07137 0.64277 -1.33914 0.1852
H -1.63173 -0.51637 1.45638 0.1988
H -0.20321 -0.70910 -1.24624 0.2032
H -0.19475 -2.03669 -0.15615 0.2210
H 1.23703 -0.78316 1.48152 0.1981
H 1.02925 1.67941 -0.46544 0.2057
H 2.05019 1.40636 1.13477 0.2014
H 1.99671 -0.29408 -1.34915 0.3431
```

Entry from the OMol25 dataset: C6H6CuO3 as an isolated structure in a non-equilibrium geometry (ωB97M-V/def2-TZVPD).

Summary:
Maximum force ... 5.454 eV/Å
Multiplicity ... 2
Orbital gap (alpha / beta) ... 7.7 / 5.4 eV

XYZ file:
```
16
Properties=species:S:1:pos:R:3:nbo_charge:R:1
C -1.06609 -1.57725 -0.02022 0.1894
C -0.34701 -0.65714 0.61811 -0.3337
C 1.14954 -0.53234 0.61066 -0.4835
C 1.72266 0.14192 -0.63214 -0.0386
O 2.85328 0.91038 -0.41613 -0.9953
Cu 3.63611 1.45888 0.87570 0.8104
H -0.84717 0.16565 1.14830 0.2240
H 1.68499 -1.48911 0.70682 0.2235
H 1.37512 -0.18132 1.63387 0.2112
H 0.98258 0.73903 -1.20069 0.1579
H 1.96220 -0.65982 -1.35945 0.1567
O -2.50007 -1.08984 -0.31153 -0.5324
H -3.08925 -1.19382 0.50635 0.5679
C -3.10509 0.22466 -0.63423 -0.1967
C -2.52227 1.35590 -0.71706 0.5040
O -1.88953 2.38420 -0.80838 -0.4648
```

Entry from the OMol25 dataset: one molecule with the formula C2HN7O6 in a non-equilibrium geometry (ωB97M-V/def2-TZVPD).

Summary:
Maximum force ... 5.328 eV/Å
SMILES ... O=[N+]([O-])C(n1cnnn1)([N+](=O)[O-])[N+](=O)[O-]
Multiplicity ... 1
Orbital gap ... 9.2 eV

XYZ file:
```
16
Properties=species:S:1:pos:R:3:nbo_charge:R:1
O -1.96129 0.21506 0.92520 -0.2980
N -2.13641 -0.94131 0.69548 0.5078
O -3.02073 -1.66259 1.03323 -0.2816
C -1.04992 -1.62932 -0.13200 0.3761
N -0.10748 -0.27799 -0.89357 -0.1957
C 0.64658 0.74361 -0.42633 0.1618
N 1.15076 1.31808 -1.47275 -0.2756
N 0.72087 0.64298 -2.55060 -0.0413
N -0.02135 -0.31091 -2.22254 -0.0741
N -0.14796 -2.45194 0.75110 0.4965
O 0.95368 -2.03258 0.93392 -0.2899
O -0.68970 -3.41724 1.19851 -0.2828
N -1.64403 -2.38842 -1.32824 0.5264
O -1.04698 -3.36343 -1.64825 -0.2837
O -2.62086 -1.88772 -1.78359 -0.2828
H 0.76995 1.00584 0.59901 0.2369
```

Entry from the OMol25 dataset: C30H21BrFeIN2O3 as an isolated structure in a non-equilibrium geometry (ωB97M-V/def2-TZVPD).

Summary:
Maximum force ... 2.565 eV/Å
Multiplicity ... 6
Orbital gap (alpha / beta) ... 6.4 / 6.5 eV

XYZ file:
```
59
Properties=species:S:1:pos:R:3:nbo_charge:R:1
Fe 1.39914 0.17798 -0.14217 1.8463
Br -0.82102 -2.39929 -6.27283 0.0816
C 0.26928 -1.68110 -4.97474 -0.1842
C 1.44740 -2.35511 -4.55133 -0.1886
C 2.12673 -1.88800 -3.44442 -0.2399
C 1.83027 -0.65592 -2.79997 0.3826
O 2.53476 -0.28770 -1.76942 -0.7995
C 0.72202 0.11184 -3.36673 -0.2194
C 0.30292 1.37443 -2.77490 0.2105
N 0.67563 1.76931 -1.60219 -0.5887
C 0.38892 2.96655 -0.96997 0.2168
C -0.44899 3.96689 -1.45554 -0.2107
C -0.70375 5.11404 -0.69170 -0.1942
C -0.02805 5.32482 0.49632 -0.1687
C 0.89921 4.35985 0.97307 -0.0959
C 1.64556 4.59735 2.14979 -0.0876
C 2.50305 3.57526 2.57266 -0.2615
C 2.48954 2.34546 1.89774 0.0964
N 1.78234 2.11904 0.77036 -0.5444
C 1.02611 3.14153 0.27997 0.1425
C -0.12832 -0.50306 -4.34278 -0.1592
H 1.77015 -3.24867 -5.10485 0.2303
H 3.04140 -2.37797 -3.11349 0.2203
H -0.34421 1.98597 -3.38703 0.1686
H -0.90165 3.79298 -2.43745 0.2203
H -1.40022 5.90854 -1.00935 0.2286
H -0.21748 6.20323 1.11255 0.2176
H 1.55283 5.56872 2.66612 0.2310
H 3.06123 3.70268 3.48812 0.2325
H 3.07711 1.50177 2.25117 0.2165
H -1.07573 -0.01868 -4.60727 0.2250
C 2.38381 -0.83985 1.46665 -0.7834
C 1.61775 -1.23738 2.63177 -0.0696
C 0.63615 -2.24283 2.51032 -0.1500
C -0.29662 -2.52147 3.49146 -0.2219
C -0.34316 -1.74152 4.64231 -0.2250
C 0.66403 -0.77834 4.84430 -0.2063
C 1.65804 -0.58317 3.88796 -0.2220
H 2.60157 -1.70692 0.86493 0.2222
H 3.25724 -0.24320 1.61069 0.1943
H 0.63130 -2.81991 1.61142 0.1971
H -0.99520 -3.35700 3.36323 0.2177
H -1.15104 -1.82124 5.35030 0.2129
H 0.67154 -0.16302 5.76643 0.2112
H 2.41978 0.13512 4.12592 0.1930
I -5.26408 -5.56437 -1.19062 0.1561
C -4.08182 -3.92724 -0.74881 -0.1504
C -2.71580 -4.00687 -0.98333 -0.2628
C -1.93220 -2.87038 -0.76701 -0.1467
C -2.47777 -1.68345 -0.30125 -0.1831
C -3.83898 -1.67275 0.02051 -0.1413
C -4.64858 -2.74384 -0.21996 -0.2593
C -1.63051 -0.49694 -0.05243 0.7858
O -2.11910 0.57615 0.34733 -0.6512
O -0.36706 -0.65815 -0.26992 -0.8730
H -2.27254 -4.94057 -1.29903 0.2270
H -0.84259 -2.89515 -1.00988 0.2353
H -4.31629 -0.77566 0.45030 0.2392
H -5.72404 -2.61277 0.01668 0.2291
```

Entry from the OMol25 dataset: one molecule with the formula C5H8S in a non-equilibrium geometry (ωB97M-V/def2-TZVPD).

Summary:
Maximum force ... 3.819 eV/Å
SMILES ... CC#C[C@@H](C)S
Multiplicity ... 1
Orbital gap ... 9.9 eV

XYZ file:
```
14
Properties=species:S:1:pos:R:3:nbo_charge:R:1
C -1.30645 -2.11480 -1.47826 -0.6534
C -0.72607 -0.95452 -0.72038 0.0424
C -0.12071 -0.26519 0.02146 -0.0704
C 0.50157 0.70283 0.89963 -0.3404
C 1.72030 1.41274 0.40080 -0.6171
S -0.70277 2.09641 1.39130 -0.0793
H -0.73358 -2.94969 -1.39053 0.2272
H -1.47086 -1.82295 -2.47141 0.2279
H -2.22495 -2.33232 -1.05834 0.2268
H 0.72299 0.23510 1.85462 0.2305
H 2.56052 0.63837 0.31067 0.2226
H 1.46991 1.85278 -0.59196 0.2218
H 2.04810 2.24594 1.07030 0.2256
H -1.73800 1.25530 1.76211 0.1359
```

Entry from the OMol25 dataset: one molecule with the formula C7H16O2Si in a non-equilibrium geometry (ωB97M-V/def2-TZVPD).

Summary:
Maximum force ... 1.286 eV/Å
SMILES ... CCC(=O)CO[Si](C)(C)C
Multiplicity ... 1
Orbital gap ... 10.1 eV

XYZ file:
```
26
Properties=species:S:1:pos:R:3:nbo_charge:R:1
C -1.13829 -1.84568 -1.80778 -0.5975
C -2.24549 -1.66246 -0.77663 -0.5084
C -2.08278 -0.32529 -0.14139 0.5827
O -2.50772 0.67740 -0.66553 -0.5426
C -1.33036 -0.22666 1.17256 -0.1522
O 0.04554 -0.55958 0.98609 -0.8849
Si 1.17868 0.61633 0.51970 1.8923
C 1.06421 1.91510 1.85942 -1.1522
C 0.66074 1.35009 -1.11038 -1.1691
C 2.89623 -0.10177 0.54133 -1.1392
H -1.18646 -2.88244 -2.16491 0.2150
H -1.27102 -1.14515 -2.63471 0.2174
H -0.13802 -1.71684 -1.34727 0.2174
H -2.19811 -2.43901 0.01157 0.2120
H -3.22254 -1.71372 -1.29149 0.2328
H -1.73909 -0.94637 1.89049 0.1934
H -1.32700 0.79312 1.54454 0.1917
H 0.58130 1.52380 2.74200 0.2385
H 2.07968 2.22714 2.11165 0.2375
H 0.52655 2.77560 1.51231 0.2369
H -0.34326 1.04858 -1.35337 0.2588
H 0.65074 2.44455 -1.17881 0.2496
H 1.32577 1.01983 -1.90356 0.2368
H 2.97859 -0.70787 -0.36389 0.2360
H 3.05899 -0.78675 1.36064 0.2502
H 3.68313 0.66806 0.48743 0.2470
```

Entry from the OMol25 dataset: C28H42F3O22V as an isolated structure in a non-equilibrium geometry (ωB97M-V/def2-TZVPD).

Summary:
Maximum force ... 4.708 eV/Å
Multiplicity ... 1
Orbital gap ... 9.1 eV

XYZ file:
```
96
Properties=species:S:1:pos:R:3:lowdin_charge:R:1
O -17.76537 -6.81433 -13.79463 -0.2967
V -19.16264 -6.07527 -13.57132 1.0141
O -20.12085 -6.38213 -14.80457 -0.2976
C -19.43244 -4.77715 -10.83390 -0.3518
O -18.17700 -5.13188 -11.44886 -0.1661
O -20.31991 -5.13086 -11.86828 -0.2188
C -19.57733 -5.39900 -9.39339 -0.5582
F -18.79767 -4.82730 -8.46001 0.1356
F -20.79042 -5.40761 -8.89080 0.1685
F -19.26783 -6.72504 -9.39790 0.1173
C -16.98770 -4.59443 -10.91840 -0.2065
C -15.88120 -4.90924 -11.97486 -0.0708
H -15.56676 -5.94895 -12.06550 0.0715
H -16.03917 -4.69759 -13.03238 0.0424
H -14.97420 -4.37713 -11.68796 0.0763
H -16.68014 -5.13427 -10.02281 0.1224
H -17.02768 -3.51377 -10.78175 0.1167
H -19.47953 -3.71245 -10.60525 0.1487
C -14.20680 -7.70040 -15.17484 0.0018
C -14.79841 -6.23962 -15.03636 -0.2932
C -13.77372 -5.15078 -15.11202 -0.0862
O -14.39526 -4.26248 -16.03550 0.0778
C -15.39410 -4.85344 -16.68691 -0.6098
O -16.04781 -4.37727 -17.58459 0.1431
O -15.55655 -6.04450 -16.21761 0.1151
H -15.09188 -8.32549 -15.05649 0.0641
H -13.61237 -7.98199 -14.30567 0.0815
H -13.67142 -7.92265 -16.09792 0.0891
H -15.40363 -6.21740 -14.13010 0.0931
H -12.79929 -5.47805 -15.47463 0.1341
H -13.60539 -4.67657 -14.14512 0.1278
C -20.08785 -12.75227 -12.36125 -0.0123
C -20.56616 -11.51368 -11.61274 -0.3009
C -19.63194 -10.96846 -10.55469 -0.0582
O -19.32755 -9.62095 -10.93120 0.1109
C -19.91349 -9.31973 -12.04374 -0.4471
O -19.82945 -8.14915 -12.53384 0.0480
O -20.60338 -10.40608 -12.52970 0.0859
H -20.15013 -13.66524 -11.76904 0.0891
H -19.06619 -12.57663 -12.69807 0.0754
H -20.75173 -12.96498 -13.19918 0.0947
H -21.58331 -11.69229 -11.26404 0.1524
H -18.69852 -11.52033 -10.66543 0.1345
H -20.04646 -11.00999 -9.54744 0.1433
C -24.80979 -7.18832 -16.51646 -0.0155
C -23.32163 -7.59722 -16.39203 -0.3518
C -23.01158 -8.30687 -15.07049 -0.0576
O -22.28989 -9.46019 -15.55819 0.0777
C -22.57409 -9.61631 -16.86256 -0.5464
O -22.27866 -10.55273 -17.57306 0.1259
O -23.12422 -8.51527 -17.35716 0.1037
H -25.55928 -7.92475 -16.22655 0.0837
H -24.98416 -6.82638 -17.52972 0.0832
H -25.11987 -6.38004 -15.85418 0.0797
H -22.63969 -6.74705 -16.37563 0.1532
H -23.91779 -8.61077 -14.54653 0.1307
H -22.34081 -7.72756 -14.43601 0.1179
C -14.50041 -11.23807 -16.00455 0.0082
C -16.08158 -11.45962 -16.22034 -0.2963
C -16.80594 -12.08268 -15.04213 -0.0564
O -17.97026 -11.22882 -14.74526 0.1022
C -17.81324 -10.13650 -15.37763 -0.5631
O -18.53628 -9.18304 -15.25061 0.1509
O -16.66247 -10.19150 -16.19098 0.0345
H -14.28533 -11.04481 -14.95360 0.0754
H -14.11014 -10.46838 -16.67041 0.0755
H -13.96831 -12.14979 -16.27610 0.0727
H -16.42784 -12.01964 -17.08901 0.1526
H -16.14791 -12.05111 -14.17374 0.1241
H -17.08409 -13.12745 -15.18066 0.1347
C -15.64132 -0.23947 -13.25206 0.0047
C -17.01379 -0.95227 -13.07192 -0.2749
C -18.15754 -0.44627 -13.93735 -0.1339
O -18.79487 -1.55675 -14.37783 0.1355
C -18.01165 -2.59936 -14.19118 -0.4821
O -18.33944 -3.78123 -14.41814 0.0948
O -16.86291 -2.24241 -13.62705 0.0845
H -14.86026 -0.98743 -13.11564 0.0819
H -15.39967 0.59106 -12.58879 0.0829
H -15.49922 0.10458 -14.27653 0.0857
H -17.34178 -1.08247 -12.04063 0.1542
H -17.83204 0.23585 -14.72275 0.1420
H -18.84618 0.13464 -13.32381 0.1441
C -18.75610 -7.90398 -18.06445 0.0104
C -18.85088 -9.28958 -18.80708 -0.3375
C -19.92786 -9.48274 -19.81246 -0.0643
O -19.23175 -9.95816 -20.97985 0.1042
C -17.95244 -9.88408 -20.81170 -0.5561
O -17.14053 -10.26003 -21.65058 0.1129
O -17.70853 -9.35866 -19.57492 0.0780
H -17.78674 -7.86094 -17.56787 0.0733
H -19.54156 -7.72517 -17.33016 0.0703
H -18.63672 -7.08676 -18.77579 0.0889
H -18.85419 -10.04328 -18.01966 0.1398
H -20.46267 -8.56739 -20.06587 0.1416
H -20.62763 -10.19273 -19.37164 0.1191
```